# 1
11
Properties=species:S:1:pos:R:3:nbo_charge:R:1 method="wB97M-V/def2-TZVPD" smiles="F[C@@H]1C=COC1" homo_ev=-9.17 homo_lumo_gap_ha=0.37555 e_tot_ev=-8992.4697 relative_energy_ev=0.560
F -1.947 -0.014 -0.478 -0.3542
C -0.882 0.043 0.349 0.1567
C 0.043 1.183 0.072 -0.3478
C 1.227 0.697 -0.236 0.1568
O 1.256 -0.716 -0.169 -0.4930
C 0.009 -1.160 -0.001 -0.0966
H -1.285 0.134 1.394 0.1653
H -0.251 2.229 -0.051 0.2345
H 2.106 1.096 -0.604 0.2017
H -0.345 -1.481 -0.936 0.1847
H 0.068 -2.012 0.659 0.1917

# 2
65
Properties=species:S:1:pos:R:3:nbo_charge:R:1 method="wB97M-V/def2-TZVPD" charge=+3 homo_ev="-16.70 / -16.70" homo_lumo_gap_ha="0.19613 / 0.19619" e_tot_ev=-68231.4086
Ta -0.531 0.406 0.697 1.3760
C 4.641 0.223 -0.167 -0.6717
C 3.843 -0.245 1.000 0.3654
N 4.349 -0.815 2.063 -0.1516
N 3.250 -1.072 2.865 -0.3105
C 2.098 -0.634 2.231 0.2181
S 0.530 -0.691 2.727 0.0928
N 2.503 -0.111 1.043 -0.2497
N 1.597 0.407 0.183 -0.7378
H 5.703 0.022 -0.004 0.3085
H 4.496 1.298 -0.304 0.2398
H 4.312 -0.297 -1.070 0.2386
H 3.329 -1.517 3.771 0.4752
H 1.647 -0.050 -0.873 0.4538
H 1.824 1.491 -0.133 0.4478
C 0.685 3.843 2.878 -0.8916
P -0.265 2.708 1.793 0.8398
C -1.969 3.097 2.350 -0.9095
C -0.197 3.664 0.205 -0.6911
C -0.968 2.997 -0.934 -0.7091
P -0.155 1.453 -1.555 0.8901
C 1.035 2.159 -2.758 -0.9200
C -1.454 0.860 -2.706 -0.9215
H 0.307 4.868 2.822 0.2872
H 1.740 3.852 2.589 0.2589
H 0.623 3.514 3.919 0.2803
H -2.173 4.171 2.312 0.2824
H -2.117 2.760 3.380 0.2775
H -2.706 2.587 1.723 0.2585
H 0.854 3.807 -0.074 0.2320
H -0.615 4.662 0.379 0.2870
H -1.065 3.704 -1.765 0.2744
H -1.988 2.752 -0.613 0.2693
H 0.547 2.844 -3.458 0.3008
H 1.504 1.360 -3.340 0.2688
H 1.827 2.708 -2.241 0.2517
H -1.776 1.647 -3.395 0.2791
H -2.330 0.520 -2.145 0.2740
H -1.085 0.017 -3.297 0.2570
C 1.203 -1.076 -2.253 -1.0359
Si -0.030 -2.327 -1.574 1.7907
C 0.913 -3.877 -1.098 -1.1251
C -1.249 -2.745 -2.937 -1.1238
N -0.825 -1.620 -0.204 -1.0441
C -1.789 -2.161 0.595 0.1337
C -2.320 -3.459 0.421 -0.2138
C -3.312 -4.007 1.250 -0.1485
C -3.827 -3.274 2.307 -0.1615
C -3.343 -1.992 2.527 -0.2060
C -2.351 -1.440 1.700 0.2420
F -1.992 -0.179 2.055 -0.2971
H 1.726 -1.487 -3.122 0.3182
H 1.948 -0.816 -1.495 0.1496
H 0.692 -0.159 -2.563 0.2247
H 1.495 -4.243 -1.949 0.2762
H 0.244 -4.681 -0.782 0.2697
H 1.608 -3.669 -0.278 0.2371
H -0.717 -3.085 -3.831 0.2766
H -1.839 -1.865 -3.210 0.2394
H -1.939 -3.538 -2.639 0.2723
H -1.967 -4.095 -0.385 0.2374
H -3.671 -5.012 1.053 0.2600
H -4.592 -3.692 2.949 0.2649
H -3.724 -1.391 3.345 0.2565
H -2.188 0.923 0.018 -0.2139

# 3
54
Properties=species:S:1:pos:R:3:nbo_charge:R:1 method="wB97M-V/def2-TZVPD" homo_ev=-8.52 homo_lumo_gap_ha=0.32607 e_tot_ev=-25300.8408 relative_energy_ev=12.361
C 0.818 -3.343 -0.698 -0.6848
C 0.800 -4.253 -1.901 -0.0583
O 1.059 -5.485 -1.347 -0.7115
H -0.130 -3.429 -0.168 0.2036
H 0.811 -2.268 -0.879 0.2807
H 1.634 -3.393 0.024 0.2150
H 1.620 -3.998 -2.572 0.1507
H -0.167 -4.326 -2.399 0.1652
H 0.894 -6.125 -2.044 0.4589
C 2.127 -1.250 -1.377 -0.6719
C 3.497 -1.045 -2.127 -0.0456
O 4.531 -1.156 -1.232 -0.7330
H 2.088 -2.214 -0.871 0.2257
H 1.234 -1.160 -1.995 0.2395
H 1.963 -0.563 -0.547 0.2143
H 3.550 -0.020 -2.495 0.1220
H 3.605 -1.777 -2.927 0.1557
H 5.327 -0.696 -1.508 0.4689
C -2.502 -0.194 3.035 -0.6324
C -1.747 0.310 4.164 -0.0814
O -2.000 -0.711 5.099 -0.7076
H -2.070 -1.064 2.541 0.2132
H -2.330 0.545 2.253 0.2034
H -3.586 -0.316 3.030 0.2087
H -2.124 1.276 4.500 0.1575
H -0.705 0.460 3.881 0.1794
H -2.790 -0.344 5.502 0.4599
C -2.662 2.294 0.952 -0.6487
C -2.497 3.749 0.338 -0.0587
O -3.597 4.550 0.707 -0.7220
H -3.706 2.010 0.815 0.2130
H -2.564 2.226 2.035 0.2064
H -2.058 1.550 0.433 0.2274
H -2.321 3.769 -0.737 0.1553
H -1.514 3.974 0.752 0.1451
H -3.694 5.324 0.149 0.4741
C 0.036 -1.185 0.964 -0.6529
C -0.755 -0.103 0.163 -0.0793
O -0.066 -0.060 -1.078 -0.7924
H 0.968 -0.768 1.345 0.1884
H 0.327 -2.134 0.514 0.2362
H -0.556 -1.375 1.859 0.1932
H -0.658 0.917 0.535 0.1591
H -1.769 -0.478 0.028 0.1756
H 0.645 0.575 -0.961 0.4231
C 1.198 3.285 -1.728 -0.6369
C 0.963 1.816 -2.062 -0.0971
O 1.467 1.101 -0.953 -0.6776
H 2.259 3.533 -1.694 0.2008
H 0.697 3.549 -0.796 0.2139
H 0.689 3.904 -2.467 0.2175
H 1.467 1.559 -2.994 0.1797
H -0.097 1.603 -2.199 0.2495
H 2.388 1.354 -0.862 0.5117

# 4
69
Properties=species:S:1:pos:R:3:mulliken_spin:R:1 method="wB97M-V/def2-TZVPD" spin_multiplicity=2 homo_ev="-7.51 / -7.43" homo_lumo_gap_ha="0.25941 / 0.25536" e_tot_ev=-105460.5013 relative_energy_ev=1.705
Ru 0.077 0.058 -0.475 0.8680
C -1.351 1.134 3.519 -0.0021
C -1.124 1.011 2.050 0.0120
N -0.320 0.149 1.544 -0.0082
N 0.352 -0.645 2.458 0.0007
C 0.894 -1.668 1.879 0.0143
N 1.618 -2.523 2.642 0.0021
S 0.664 -2.102 0.225 0.0159
C -1.806 1.886 1.091 -0.0125
C -2.343 3.118 1.430 0.0018
C -2.877 3.900 0.422 0.0003
C -2.904 3.410 -0.875 0.0003
C -2.376 2.157 -1.117 -0.0007
N -1.814 1.419 -0.157 0.0409
H -1.371 0.147 3.972 0.0000
H -2.284 1.654 3.727 0.0003
H -0.521 1.684 3.973 0.0000
H 1.840 -2.252 3.584 -0.0002
H 2.117 -3.276 2.208 0.0004
H -2.298 3.467 2.452 -0.0001
H -3.270 4.883 0.648 -0.0002
H -3.320 3.986 -1.690 0.0002
H -2.404 1.710 -2.101 0.0006
F -0.037 -0.907 -7.132 0.0001
C -0.383 -0.987 -5.846 0.0012
C 0.483 -0.560 -4.860 -0.0004
F 1.684 -0.079 -5.181 -0.0001
C 0.089 -0.661 -3.544 -0.0028
F 1.001 -0.301 -2.597 0.0079
C -1.129 -1.144 -3.130 0.0095
S -1.630 -1.235 -1.445 -0.0405
C -1.967 -1.582 -4.148 0.0010
F -3.168 -2.086 -3.843 0.0002
C -1.609 -1.510 -5.480 -0.0004
F -2.448 -1.943 -6.423 -0.0001
O 0.838 2.872 1.678 0.0057
C 0.939 3.069 0.487 0.0065
N 0.975 2.089 -0.500 0.0136
S 1.138 2.754 -1.995 -0.0014
O -0.040 2.531 -2.799 -0.0013
O 2.394 2.399 -2.608 0.0005
C 1.210 4.421 -1.463 0.0025
C 1.403 5.564 -2.215 -0.0004
C 1.429 6.770 -1.528 0.0004
C 1.271 6.811 -0.142 0.0000
C 1.097 5.644 0.590 0.0005
C 1.070 4.446 -0.098 0.0007
H 1.532 5.523 -3.289 0.0000
H 1.582 7.690 -2.077 -0.0001
H 1.296 7.766 0.367 0.0000
H 0.985 5.649 1.667 -0.0002
N 3.988 -0.040 -2.577 0.0027
C 4.200 -0.483 -1.319 0.0039
S 3.197 -0.054 -0.059 0.0514
N 5.281 -1.315 -1.214 0.0041
C 5.953 -1.805 -0.064 0.0002
C 5.299 -2.215 1.090 -0.0016
C 6.042 -2.672 2.169 0.0019
C 7.427 -2.745 2.109 -0.0002
C 8.073 -2.365 0.941 0.0007
C 7.341 -1.897 -0.138 -0.0010
H 3.384 0.765 -2.703 0.0004
H 4.607 -0.284 -3.330 0.0001
H 5.844 -1.375 -2.047 0.0010
H 4.222 -2.166 1.141 0.0001
H 5.526 -2.975 3.072 0.0000
H 7.995 -3.097 2.959 -0.0001
H 9.153 -2.418 0.871 0.0001
H 7.850 -1.589 -1.046 0.0000

# 5
87
Properties=species:S:1:pos:R:3:mulliken_spin:R:1 method="wB97M-V/def2-TZVPD" spin_multiplicity=3 homo_ev="-5.87 / -8.13" homo_lumo_gap_ha="0.18072 / 0.23110" e_tot_ev=-69160.5155 relative_energy_ev=0.803
Pd -1.503 -1.245 1.150 -0.0086
C -2.108 -1.132 -5.367 -0.0012
C -0.717 -1.089 -5.361 0.0053
C 0.001 -1.062 -4.169 0.0142
C -0.720 -1.082 -2.995 0.0062
C -0.260 -0.974 -1.558 -0.0604
N 0.834 -1.838 -1.219 0.0655
C 1.143 -1.994 0.010 -0.0159
C 2.400 -2.630 0.464 0.0114
C 3.442 -3.196 -0.243 -0.0061
C 4.521 -3.679 0.492 0.0111
C 4.545 -3.587 1.882 -0.0064
C 3.492 -3.013 2.585 0.0183
C 2.425 -2.537 1.848 -0.0023
C 1.148 -1.913 2.257 0.0611
N 0.817 -1.761 3.520 -0.0023
C -0.414 -1.397 3.899 0.1578
N -1.512 -1.263 3.123 -0.0722
C -2.607 -1.003 3.895 0.2612
N -3.876 -0.902 3.488 -0.1053
C -4.251 -0.962 2.242 0.1733
N -3.458 -1.021 1.117 -0.0120
C -4.221 -1.127 0.005 0.0182
N -3.850 -1.218 -1.251 0.0485
C -2.545 -1.196 -1.592 -0.0007
N -1.500 -1.232 -0.812 0.0420
C -2.105 -1.140 -3.001 -0.0026
C -2.827 -1.162 -4.178 0.0077
C -5.638 -1.105 0.419 0.0379
C -6.804 -1.182 -0.317 -0.0040
C -8.003 -1.141 0.386 0.0258
C -8.020 -1.026 1.776 -0.0119
C -6.842 -0.950 2.509 0.0391
C -5.653 -0.989 1.805 0.0168
C -2.181 -0.929 5.278 0.0425
C -2.871 -0.689 6.460 0.0476
C -2.145 -0.697 7.638 0.0026
C -0.765 -0.943 7.642 0.0329
C -0.077 -1.188 6.466 0.0156
C -0.803 -1.175 5.284 0.0745
N 0.454 -1.584 1.151 0.0509
H -2.634 -1.148 -6.313 0.0003
H -0.184 -1.071 -6.304 -0.0001
H 1.082 -1.018 -4.161 0.0047
H 3.407 -3.265 -1.322 0.0002
H 5.355 -4.138 -0.022 0.0006
H 5.400 -3.973 2.422 -0.0002
H 3.499 -2.937 3.664 0.0018
H -3.908 -1.208 -4.162 0.0011
H -6.775 -1.273 -1.394 0.0018
H -8.941 -1.200 -0.151 0.0017
H -8.972 -0.998 2.291 0.0001
H -6.848 -0.864 3.588 0.0028
H -3.937 -0.503 6.451 0.0052
H -2.649 -0.510 8.577 0.0015
H -0.233 -0.942 8.585 0.0030
H 0.987 -1.384 6.459 0.0042
C 2.269 4.193 -0.077 0.0021
O 3.050 3.111 -0.548 -0.0002
C 4.134 3.389 -1.309 0.0183
C 4.691 4.654 -1.440 -0.0119
C 5.854 4.839 -2.179 0.0279
C 6.464 3.764 -2.799 -0.0149
C 5.884 2.506 -2.708 0.0137
C 4.720 2.300 -1.982 -0.0217
N 4.159 1.009 -1.920 0.1286
C 2.823 0.685 -1.899 0.4153
C 1.815 1.440 -2.542 -0.0188
C 2.089 2.409 -3.538 0.1492
C 1.087 3.165 -4.110 -0.0976
C -0.240 3.000 -3.718 0.1925
C -0.542 2.044 -2.756 -0.0947
C 0.454 1.271 -2.196 0.1891
O 0.101 0.374 -1.199 0.0196
H 1.407 3.747 0.412 -0.0010
H 1.932 4.819 -0.908 0.0008
H 2.820 4.803 0.644 0.0003
H 4.233 5.498 -0.946 0.0000
H 6.279 5.831 -2.260 0.0026
H 7.372 3.900 -3.371 -0.0005
H 6.321 1.662 -3.229 -0.0022
H 4.798 0.271 -1.678 -0.0193
H 2.569 -0.209 -1.354 0.0980
H 3.109 2.548 -3.869 0.0129
H 1.341 3.890 -4.873 -0.0040
H -1.027 3.598 -4.156 0.0146
H -1.561 1.879 -2.426 -0.0038